1.
{
  "formula": "C55H40N2O3P2STa",
  "method": "ωB97M-V/def2-TZVPD",
  "symbols": ["C", "C", "C", "C", "C", "H", "H", "C", "C", "N", "H", "H", "C", "C", "C", "H", "P", "H", "Ta", "C", "H", "C", "C", "C", "H", "C", "H", "C", "C", "H", "C", "C", "C", "H", "H", "C", "H", "H", "C", "H", "C", "H", "H", "C", "C", "C", "C", "C", "H", "C", "C", "H", "H", "H", "C", "H", "H", "C", "H", "C", "C", "H", "C", "H", "H", "C", "C", "H", "H", "O", "C", "H", "C", "H", "H", "N", "H", "C", "C", "C", "O", "C", "C", "C", "H", "O", "S", "C", "C", "H", "C", "C", "H", "C", "H", "C", "H", "C", "H", "C", "C", "H", "P", "C"],
  "positions_angstrom": [[-3.8372, 1.6475, -0.1453], [-0.7096, 1.4871, 2.9060], [3.3396, -0.0393, -3.4462], [4.6500, 0.4385, -5.3811], [-3.7526, -2.6807, -3.4343], [3.1900, -4.1709, 5.9373], [0.3111, 3.2762, 0.1321], [2.6494, -2.5238, 4.6668], [-3.1612, -3.5504, -4.3438], [-1.7540, -3.1147, -0.1577], [-2.8393, 6.1847, 0.0144], [4.1192, -0.9331, 0.1821], [3.9058, -0.6630, -0.8445], [-0.7381, 3.5403, 0.0780], [2.0294, 0.3699, -5.4016], [3.8818, -5.3515, 4.0039], [-0.7276, -0.1405, -2.5126], [1.9071, 0.5990, -6.4526], [-1.2471, 0.1533, 0.1150], [-1.8277, -3.3977, -4.6902], [0.1986, -0.3068, 5.0938], [-2.9267, 2.8297, -0.0780], [3.4797, -3.9211, 1.4515], [0.9467, -0.1234, -3.2355], [-2.1660, 0.5730, 5.1107], [5.5958, 0.2280, -4.1698], [-1.3663, -4.0830, -5.3890], [-3.5705, -2.8523, 3.9833], [-2.7222, 1.5689, -3.5370], [1.4305, 4.0502, 3.4751], [2.7459, -3.0949, 0.5955], [2.5699, -2.6251, 3.2606], [-1.9246, 2.1919, 2.9614], [6.3030, -0.5858, -4.3332], [-3.9048, -0.5373, 6.4382], [-0.7132, 4.2145, 3.4061], [-0.4068, 5.6484, 0.1651], [4.8287, -0.2933, -6.1696], [0.7954, -1.0170, 3.1753], [-4.7906, -2.8076, -3.1554], [-1.9222, 3.5504, 3.2201], [-0.0723, 0.3181, -5.0595], [-2.8583, 4.0886, 3.3042], [-1.6696, -1.4842, -3.2409], [-1.4231, 1.4521, -3.0399], [1.8536, -1.6258, 5.3191], [0.8983, 0.1912, -4.5917], [1.9603, -2.0526, 1.0596], [5.2220, -4.2456, 3.8264], [0.4954, 3.5277, 3.3165], [-2.5577, -0.3814, 4.7826], [-2.2182, -2.7274, 2.3334], [1.4421, 1.6256, 3.0100], [1.8930, -1.4915, 6.3927], [4.9712, -0.3688, -1.6998], [2.8288, -3.2640, -0.4738], [-3.3478, 0.6971, -3.6618], [-3.5389, -1.0079, 5.5349], [-3.4747, -1.0176, -2.1367], [3.2624, 0.2736, -4.8156], [4.1399, -4.2928, 3.9503], [4.7756, 1.4201, -5.8381], [3.6515, -3.5158, 5.1986], [4.4683, -3.0038, 5.7082], [5.9861, -0.3964, -1.3252], [3.4298, -3.6428, 2.7911], [0.9089, -0.9266, 4.5558], [0.4004, 2.5030, -2.5551], [-3.7420, -4.3563, -4.7741], [0.7199, 0.2571, 0.2831], [-1.6184, -1.9696, -0.0477], [-3.9638, -3.8124, 3.6761], [-0.6181, 2.5903, -2.9191], [6.1941, 1.1154, -3.9577], [-0.0383, -2.2552, -4.4217], [-1.6111, 2.5317, -0.0052], [-4.4797, 4.2782, -0.1510], [0.5037, 2.1656, 3.0607], [4.6834, -0.0807, -3.0119], [-1.1064, 3.8277, -3.3003], [-3.0471, 0.5064, 0.0249], [-2.5887, -2.2363, 3.2232], [-1.1478, 4.8634, 0.0921], [-1.0774, -2.3651, -4.1426], [-0.4735, 4.7041, -3.2346], [-4.9940, 1.6287, -0.3347], [1.2848, -1.1607, -0.2950], [-3.2065, 2.8156, -3.9144], [-2.0845, -0.9948, 3.6195], [-0.7123, 5.2737, 3.6351], [-2.4031, 3.9411, -3.7958], [1.7200, -1.8390, 2.4517], [4.0830, -4.7227, 1.0457], [-4.0473, -2.2373, 5.1332], [-2.8667, 1.6664, 2.8515], [-3.0075, -1.6607, -2.8729], [-4.2064, 2.9002, -4.3209], [-2.4969, 5.1569, 0.0078], [-2.7782, 4.9080, -4.1080], [-3.4124, 4.1133, -0.0822], [2.5947, -0.6478, -1.2865], [-4.8170, -2.7191, 5.7226], [-0.7626, -0.2888, 2.6324], [2.2277, -0.2881, -2.6230]],
  "lowdin_charge": [-0.43, -0.39, -0.07, -0.07, -0.04, 0.14, 0.13, -0.12, -0.03, 0.11, 0.14, 0.13, -0.02, -0.12, 0.03, 0.14, 1.03, 0.14, 1.57, -0.04, 0.11, -0.20, 0.03, -0.28, 0.11, -0.07, 0.12, -0.04, -0.06, 0.13, -0.07, -0.06, -0.11, 0.14, 0.12, -0.03, 0.13, 0.14, -0.27, 0.12, -0.05, 0.13, 0.13, -0.37, -0.38, 0.03, -0.06, -0.32, 0.14, -0.04, -0.09, 0.07, 0.12, 0.14, 0.03, 0.13, 0.10, -0.04, 0.09, -0.11, -0.07, 0.14, -0.07, 0.14, 0.14, -0.11, -0.05, 0.11, 0.12, -0.66, -0.43, 0.12, -0.12, 0.14, 0.10, 0.01, 0.15, -0.07, -0.10, -0.06, -0.25, -0.08, -0.01, -0.06, 0.12, 0.24, 1.09, -0.04, -0.36, 0.13, -0.04, -0.10, 0.14, -0.03, 0.12, -0.13, 0.13, 0.01, 0.12, 0.05, -0.34, 0.12, 1.02, -0.13],
  "charge": 3,
  "gap_ev": 5.673
}

---

2.
{
  "formula": "C55H41N11O2P2SSe2V",
  "method": "ωB97M-V/def2-TZVPD",
  "symbols": ["H", "C", "C", "C", "H", "N", "C", "H", "H", "C", "N", "C", "N", "N", "C", "V", "C", "H", "C", "C", "N", "C", "C", "C", "Se", "N", "H", "H", "C", "C", "H", "N", "H", "C", "C", "N", "H", "H", "C", "C", "H", "C", "C", "C", "C", "H", "O", "C", "C", "H", "H", "Se", "C", "H", "N", "H", "C", "C", "N", "H", "C", "H", "H", "C", "H", "C", "H", "C", "C", "C", "O", "C", "C", "H", "C", "H", "H", "C", "H", "C", "C", "P", "C", "H", "H", "C", "C", "P", "H", "C", "C", "H", "H", "C", "H", "H", "H", "C", "H", "N", "H", "H", "H", "C", "H", "S", "C", "C", "H", "H", "C", "C", "C", "C", "C"],
  "positions_angstrom": [[0.2420, 6.1629, -3.1657], [3.4453, -0.5205, -4.1827], [1.9469, -4.2869, 1.5304], [6.2472, 0.5951, -3.2068], [-4.6587, 4.0851, 3.6907], [-3.0174, -3.4951, -0.1728], [-0.2698, 1.2516, 3.9987], [0.4252, 5.5234, 1.0684], [0.9325, -0.0412, 5.1755], [3.5875, -2.5336, 1.1508], [2.3365, -0.7077, 0.0540], [5.3798, 1.9475, -1.4096], [-7.4405, -2.3761, 1.8114], [-4.9138, -0.6074, 3.4188], [-2.2953, 2.0818, 5.0720], [-0.3276, -0.6856, 1.4932], [-1.8001, 0.2426, -5.6828], [-5.8797, -0.8131, 3.6126], [-2.7172, -3.0407, 2.2458], [-3.4898, 2.8368, 4.9610], [3.2231, -0.3666, -0.8270], [-2.3970, -3.1635, -1.3519], [6.6665, 2.1596, -0.9479], [-2.7909, 3.4909, 2.7584], [2.7136, 2.6927, -4.0804], [-1.3891, -2.1397, 0.3480], [4.3209, -1.7917, -2.6759], [-4.7330, -4.8013, 4.3275], [3.2803, -3.8401, 1.2299], [-2.0100, -2.3339, 3.2206], [0.5048, 7.0520, -0.8762], [1.2201, -1.9926, 1.6566], [2.4223, -1.5655, -7.2353], [3.2918, -2.8226, -5.7289], [-4.4759, -0.5341, 2.1208], [-1.6824, 2.8017, 2.8314], [-2.6198, 1.3971, 7.0931], [4.5948, -2.1949, 0.9536], [3.8286, -2.8835, -4.4473], [-1.4360, 2.0685, 3.9518], [-2.5608, 2.2920, -3.1006], [5.1671, 1.1555, -2.5362], [1.0056, -3.3327, 1.7210], [-0.7932, 0.6408, 6.2822], [0.2186, 5.4924, -2.3164], [-2.7602, -3.4978, -2.3068], [-1.1099, -1.3979, 2.8718], [-0.1044, 0.1193, -3.9877], [0.0506, 4.1310, -2.5195], [6.0898, -0.0121, -4.0895], [-2.3900, 3.9648, 0.7211], [-1.7380, 0.8913, -0.1259], [-2.3938, -2.8570, 0.8391], [-4.0804, 4.2231, 1.2057], [5.1564, -5.5854, 0.8454], [0.0435, 3.1109, 0.7282], [0.0424, 0.5744, 5.1496], [2.5761, 0.4469, -1.6813], [-4.6543, -0.9540, -1.3613], [-3.8869, -3.9917, -0.0934], [-1.3796, -2.3386, -1.0158], [-2.1961, -0.0773, -6.6382], [2.8258, -0.7223, 2.0395], [2.5270, -1.5109, 1.3411], [-4.2987, -4.4844, 1.9560], [0.1338, 3.7746, -0.1262], [2.5575, 0.4867, -5.8492], [2.8368, -1.6151, -6.2362], [-3.7035, -3.9333, 2.6736], [7.5375, 0.8135, -2.7420], [-3.3537, -0.0414, 1.8902], [-0.6087, -0.2892, -5.2126], [-3.0396, 4.3043, 1.5231], [-2.8354, 5.3609, 1.7184], [-6.5017, -1.7870, 1.4739], [-4.4111, -0.0269, 4.0683], [-1.6668, -1.9476, 5.2898], [-3.9535, -4.1181, 4.0183], [-0.0074, -3.6195, 1.9686], [-5.3182, -1.1098, 1.1123], [-2.2369, -2.5298, 4.5791], [3.4852, 0.9816, -3.1652], [0.3271, 5.1322, 0.0638], [0.8294, -0.3008, -3.6335], [-0.0446, 3.7390, -3.5230], [3.9058, -1.7372, -3.6744], [0.0135, 3.2745, -1.4247], [-0.2661, 1.5073, -1.5774], [6.8299, 2.7707, -0.0695], [0.3669, 5.9887, -1.0295], [-3.7478, 3.5130, 3.8128], [1.7136, -5.3343, 1.6307], [8.7525, 1.7579, -1.2510], [-2.4942, 1.1791, -4.9270], [-3.4112, -3.5751, 6.0248], [-0.6745, -1.8428, -1.6587], [-0.5151, 0.0985, 7.1775], [7.7463, 1.5903, -1.6134], [4.1861, -3.8244, -4.0491], [1.1569, -0.1845, -0.1261], [4.5406, 2.4036, -0.8954], [8.3773, 0.3737, -3.2644], [-0.0664, -1.0217, -5.7972], [-1.9973, 1.5869, -3.7011], [-4.1838, 2.8576, 5.7945], [0.7490, 1.0629, 2.5657], [-3.2120, -3.4263, 4.9709], [1.2524, 0.5840, -1.2219], [3.2321, -3.7205, -6.3311], [-3.4334, 1.5793, -5.2851], [-4.9580, -1.0142, -0.2453], [2.9128, -0.4624, -5.4650], [-1.9540, 1.3598, 6.2383], [4.3233, -4.8131, 1.0221], [-0.7941, 1.0627, -3.2333]],
  "lowdin_charge": [0.11, -0.37, -0.04, -0.07, 0.11, 0.14, -0.54, 0.11, 0.11, 0.02, -0.09, -0.09, 0.11, 0.18, -0.16, 0.63, -0.06, 0.09, -0.09, -0.02, 0.16, -0.06, -0.07, -0.31, 0.40, -0.01, 0.10, 0.11, -0.24, -0.28, 0.11, -0.08, 0.11, -0.07, -0.53, 0.15, 0.11, 0.12, -0.06, -0.23, 0.12, -0.36, -0.13, -0.09, -0.07, 0.12, -0.21, -0.10, -0.14, 0.11, 0.04, 0.66, -0.26, 0.09, 0.16, 0.04, -0.11, -0.34, 0.14, 0.16, -0.13, 0.11, 0.11, -0.26, 0.11, -0.12, 0.06, -0.08, -0.01, -0.07, -0.14, -0.06, -0.03, 0.09, -0.28, 0.09, 0.11, -0.07, 0.11, -0.23, 0.01, 0.52, -0.07, 0.08, 0.07, -0.09, -0.36, 0.73, 0.11, -0.07, -0.01, 0.11, 0.11, -0.06, 0.11, 0.09, 0.11, -0.07, 0.11, -0.04, 0.11, 0.11, 0.10, -0.08, 0.12, 0.73, -0.06, -0.32, 0.11, 0.11, -0.26, -0.12, -0.04, -0.18, -0.36],
  "multiplicity": 2,
  "gap_ev": [5.649, 6.439]
}

---

Which E belongs to each record? In order, -3592.24577 -9701.19510 hartree.
Which relative energy (zero: lowest compared OMol25 entry of this formula, charge and spin) belongs to each record? In order, 0.158 0.623 eV.
Which max |F| belongs to each record? In order, 1.71 1.06 eV/A.